(1)
Here is 3 unconnected molecules or ions with the total composition C26H48O10 from the OMol25 dataset. Energies are from ωB97M-V with the def2-TZVPD basis set.

Summary:
2S+1: 1
Relative energy (zero: lowest compared OMol25 entry of this formula, charge and spin): 7.190 eV
SMILES string: CCCCCCCCCCCOC(=O)OOC[C@@H](C)C(C)C.C[C@@H]1COC(=O)O1.C[C@@H]1COC(=O)O1
Energy: -1771.4283 Ha

XYZ file:
```
84
Properties=species:S:1:pos:R:3:mulliken_charge:R:1
H -3.024 -5.390 1.144 0.312
H -0.414 -1.569 3.327 0.311
C 6.790 -0.885 3.247 -1.166
H -3.404 -5.894 -1.227 0.328
C 5.132 2.533 1.544 -0.704
H -7.141 -3.584 -0.179 0.306
H -0.712 3.403 -5.347 0.349
H -7.198 -0.716 -4.306 0.289
H -1.523 -4.064 2.517 0.304
O 2.287 -0.885 2.617 -0.218
C -6.114 -0.819 -4.738 -0.743
O 6.700 4.452 3.513 -0.570
H -0.872 2.579 -3.805 0.347
H 0.051 1.812 -5.119 0.385
C -6.316 -3.532 -1.036 -0.300
H -5.641 -4.427 -3.803 0.303
H 6.471 -1.216 4.339 0.293
H 5.474 8.006 5.527 0.300
H -1.395 -0.821 1.879 0.277
H 4.788 -1.412 0.868 0.094
H -7.253 -1.939 -2.382 0.229
H -4.702 -1.860 -3.145 0.152
H -8.177 -3.581 -2.515 0.299
C -2.612 -3.108 0.706 -0.507
C 6.167 1.226 1.670 0.207
H -1.724 0.750 -7.258 0.310
H 3.330 6.790 7.194 0.379
H 4.305 7.300 4.381 0.310
H 2.772 5.918 5.748 0.351
H -5.513 0.169 -4.454 0.095
O 5.180 4.820 5.185 -0.292
O 6.212 6.575 4.220 -0.302
H -5.903 -5.677 -1.979 0.332
H 6.922 -1.823 2.528 0.271
H 5.656 5.966 6.805 0.264
O 0.296 -1.998 1.307 -0.241
H 5.032 0.544 3.528 0.171
C 4.925 5.961 5.988 0.507
H -4.604 -4.330 1.152 0.244
H -5.937 -5.587 -0.093 0.357
O 3.108 -0.318 1.780 -0.165
H -4.549 -2.457 -5.006 0.257
C -0.828 -1.807 2.241 -0.375
H 4.301 -1.870 2.630 0.341
C -1.943 -3.010 2.229 -0.506
H 7.865 0.612 0.218 0.268
C -2.098 1.736 -5.366 0.585
C -0.832 2.415 -4.887 -1.452
C 6.705 0.766 0.192 -1.069
H -7.040 -3.508 -4.673 0.296
H 7.766 -0.234 3.251 0.357
H 5.317 3.176 2.527 -0.103
H -1.820 2.526 -7.381 0.316
O -5.351 2.551 -5.922 -0.548
C 5.164 7.085 5.026 -0.521
O -3.610 1.588 -7.056 -0.297
C -2.208 1.645 -6.858 -0.498
H -2.853 -2.783 2.966 0.279
C -5.586 -5.002 -1.064 -0.853
O 2.135 -3.260 2.196 -0.496
O -3.244 2.502 -5.028 -0.339
H 7.117 1.661 2.248 0.253
H 5.565 3.199 0.658 0.339
H -3.525 -4.010 -1.716 0.184
H 4.016 2.219 1.390 0.213
H -3.252 -2.124 0.583 0.155
C 6.087 5.214 4.241 0.651
C 3.518 5.926 6.549 -1.438
C 1.580 -2.031 2.024 0.575
H -1.727 -3.125 -0.095 0.275
C -7.081 -3.117 -2.425 -0.675
C -4.174 2.240 -5.994 0.634
H 3.362 5.011 7.131 0.353
H 6.503 1.657 -0.574 0.284
H 6.181 -0.175 -0.263 0.227
C 5.579 0.018 2.608 0.500
C -3.558 -4.474 0.596 -0.537
C -5.283 -2.113 -4.139 -0.449
C 4.464 -0.946 1.892 -0.508
C -3.931 -4.853 -0.984 -0.362
H -6.147 -0.882 -5.916 0.277
C -6.234 -3.417 -3.798 -0.377
H -5.567 -2.669 -0.690 0.095
H -2.201 0.753 -4.891 0.216
```


(2)
Here is 3 unconnected molecules or ions with the total composition C26H49BrN3O9 from the OMol25 dataset. Energies are from ωB97M-V with the def2-TZVPD basis set.

Summary:
2S+1: 1
Total charge: +1
Energy: -4434.7339 Ha

XYZ file:
```
88
Properties=species:S:1:pos:R:3:mulliken_charge:R:1
O 7.603 0.283 4.940 -0.253
H -5.062 -6.224 -3.188 0.165
H 3.574 2.588 4.948 0.466
C -5.967 -3.474 -1.113 -0.284
O -6.592 -7.998 -0.622 -0.262
H -0.400 3.393 -1.447 0.386
C -2.254 -0.667 -1.919 -0.546
O -8.193 -6.217 -0.320 -0.475
H 5.765 4.085 7.433 0.238
H 0.996 2.645 -3.494 0.331
H 3.254 3.052 -1.613 0.257
C -0.812 -1.014 -1.210 -0.149
C -6.091 -6.772 -3.068 -0.603
H 1.885 4.541 -5.368 0.310
C 5.103 1.708 3.706 -0.573
H 4.294 1.436 3.020 0.429
N -2.725 -3.628 -1.445 -0.919
H -0.434 -2.125 -1.415 0.327
C 5.135 4.091 6.541 -0.763
C 7.967 -1.084 5.046 -0.762
H 7.935 0.230 2.891 0.345
H -6.956 -6.006 -2.866 0.237
H 2.297 3.473 1.279 0.305
C -3.526 -4.569 -0.666 -0.493
H -0.666 0.437 0.545 0.199
H 4.597 3.777 4.086 0.259
C 2.918 5.926 1.156 -0.744
C -5.095 -4.630 -0.376 0.301
H 0.019 -0.310 -1.642 0.233
H -2.074 -0.810 0.805 0.306
O 2.926 5.029 0.056 -0.301
H 2.883 6.946 0.767 0.237
H 4.034 3.498 0.849 0.403
H 3.146 1.738 -0.447 0.347
H 7.385 2.832 4.433 0.254
C 0.667 3.602 -1.580 -0.460
C -4.974 -2.548 -1.969 0.714
C -0.977 -0.696 0.400 -0.991
H 5.368 0.806 4.263 0.269
H -0.296 -1.375 1.092 0.294
N -3.531 -2.718 -2.013 1.031
O -5.295 -9.079 -2.331 -0.503
H 9.055 -1.194 5.040 0.312
H 8.086 2.811 2.819 0.381
H -3.008 -0.306 -1.101 0.220
H 7.524 -1.659 4.226 0.313
H -2.020 -2.252 -3.292 0.336
C -5.980 -7.985 -1.962 0.539
C 3.017 3.665 0.476 -0.409
H -7.123 -3.357 -1.020 0.305
H 4.086 4.110 6.850 0.307
H 7.580 -1.472 5.990 0.230
C -7.254 -1.678 -3.242 -0.400
H -4.849 -6.559 0.819 0.344
O 6.183 2.135 2.866 -0.377
C 4.594 2.823 4.623 -0.472
H -6.322 -7.301 -4.112 0.341
H 3.826 5.807 1.754 0.277
H -7.766 0.390 -4.118 0.274
C 8.116 0.885 3.750 -0.610
H 2.032 5.758 1.774 0.326
H -6.087 -5.391 1.636 0.391
H 0.873 4.553 -1.086 0.206
C -6.922 -6.643 -0.147 0.472
C 7.457 2.246 3.514 -0.484
C 2.747 2.726 -0.702 -0.515
H 5.373 4.981 5.953 0.311
C 2.633 4.168 -4.663 -0.760
H 9.196 1.021 3.884 0.445
O 2.189 4.337 -3.328 -0.238
Br -5.792 0.388 -1.744 -0.030
H -7.279 -0.902 -5.471 0.300
H 3.555 4.739 -4.795 0.235
N -2.819 -1.768 -2.788 -0.573
H -2.887 -5.443 -0.157 0.276
H -2.048 0.266 -2.635 0.235
O 1.348 2.520 -0.932 -0.391
H -5.136 -1.132 -3.882 0.413
C -7.857 -0.739 -4.441 -0.992
C -5.731 -5.792 0.594 -0.683
C -5.669 -1.320 -2.849 -0.174
C 0.954 3.660 -3.083 -0.600
H -7.901 -1.656 -2.242 0.290
H 0.159 4.225 -3.584 0.467
O 5.412 2.918 5.791 -0.257
H -7.228 -2.793 -3.670 0.212
H -8.992 -1.075 -4.596 0.332
H 2.847 3.113 -4.861 0.312
```


(3)
Here is a molecular structure, C26H49ClN4OW from the OMol25 dataset. Energies are from ωB97M-V with the def2-TZVPD basis set.

Summary:
2S+1: 3
Total charge: -2
Energy: -1841.2797 Ha

XYZ file:
```
82
Properties=species:S:1:pos:R:3:mulliken_spin:R:1
C 0.159 2.913 1.738 0.510
H -3.792 -3.809 -0.048 0.014
C 3.957 0.535 -0.556 -0.725
H -0.399 -0.288 4.871 -0.010
H -4.380 -3.323 2.928 -0.021
H 1.232 -0.975 4.942 0.027
H 1.691 -0.655 2.418 0.018
H 3.645 -1.618 -0.980 -0.054
C -2.165 -1.176 2.250 0.310
C -0.196 2.748 0.262 -0.345
N 1.412 0.827 -3.080 0.038
H -4.035 0.454 0.116 -0.021
C -3.449 -2.810 2.852 0.089
H 0.529 -1.454 1.305 -0.086
H -1.976 4.010 0.451 0.007
N -3.172 -1.914 1.806 0.088
H 4.578 -1.216 0.487 0.008
H 3.319 2.496 0.177 0.056
C 0.613 -0.832 2.248 0.503
H 2.159 2.322 -4.489 -0.039
H -1.966 1.248 -3.267 -0.008
H -2.264 2.251 0.648 0.023
H 0.070 0.112 2.122 -0.167
H 0.332 1.094 -5.665 0.021
H -1.121 -0.201 -1.862 -0.033
C 3.452 1.461 0.552 0.136
H 4.189 1.453 1.383 0.020
C -0.934 1.652 -3.340 0.101
H -0.721 2.135 -2.364 -0.010
C 5.409 0.779 -0.856 0.251
N 3.205 0.809 -1.824 0.025
C 0.178 -1.213 4.740 2.831
C 3.698 -0.926 -0.125 0.113
H 0.373 3.723 -1.609 0.035
H 5.737 0.139 -1.671 0.055
H 0.778 -3.444 2.171 -0.070
N -1.418 -1.971 3.029 1.048
W 0.796 -0.493 -0.619 0.563
C -2.343 -2.834 3.649 0.684
H 0.329 -3.867 3.841 0.132
H 0.348 -1.306 -2.245 -0.092
C -5.342 -1.680 0.732 0.494
O 0.127 1.356 -0.157 0.193
H -3.333 -0.461 -1.249 0.070
H 1.204 2.622 1.915 0.029
H -2.354 -0.156 0.237 0.013
C 0.038 0.491 -3.568 -0.230
H -4.013 -2.704 -1.404 -0.096
H -1.061 -1.361 -3.259 0.077
H -0.957 2.438 -4.111 0.032
H 2.477 1.146 0.990 -0.011
C 0.108 0.195 -5.060 0.096
C 0.773 -3.094 3.208 1.519
C -3.366 -0.383 -0.147 0.441
H -5.679 -2.644 1.129 -0.047
C 0.646 3.733 -0.546 0.113
Cl 0.338 -2.800 -0.255 0.032
H 0.885 -0.555 -5.242 -0.028
C 2.307 1.737 -3.594 0.080
H 1.811 -2.950 3.535 -0.177
H -2.133 -3.382 4.546 -0.407
C 2.066 0.126 -2.078 -0.260
H 2.803 -1.056 0.550 -0.024
H 0.030 3.972 2.025 0.046
C -3.855 -1.697 0.473 -1.435
C 0.044 -1.767 3.329 -5.180
H -5.831 -1.479 -0.228 0.073
H 5.587 1.813 -1.115 -0.013
C -3.485 -2.841 -0.452 0.395
H -1.986 2.935 -0.978 0.077
C 3.412 1.760 -2.800 -0.018
C -1.696 3.003 0.080 0.135
H -0.165 -1.949 5.479 -0.395
H -5.581 -0.867 1.426 -0.031
C -0.454 -0.651 -2.681 0.372
H 1.709 3.473 -0.449 0.040
H -0.853 -0.224 -5.401 -0.024
H -0.496 2.293 2.366 -0.033
H 0.501 4.760 -0.157 0.005
H 4.340 2.347 -2.863 -0.028
H 5.984 0.542 0.031 -0.023
H -2.407 -2.872 -0.642 0.104
```